# C8H15N

2 unconnected molecules or ions with the total composition C8H15N at a distorted geometry (the ωB97M-V functional and the def2-TZVPD basis, OMol25).

Max |F|: 0.0513 Eh/bohr
LUMO energy (alpha / beta): 0.727 / 0.719 eV
Energy above the lowest of the compared OMol25 structures with the same formula, charge and spin: 5.798 eV
Total energy: -10023.577 eV
Highest occupied orbital energy (alpha / beta): -5.40 / -5.59 eV
Total charge: 0

The geometry in XYZ format:
```
24
Properties=species:S:1:pos:R:3:forces:R:3
C 0.7238 -1.0068 -0.4165 -0.58 0.39 -1.31
C 0.3839 0.2103 0.1918 0.22 -0.51 2.58
C 0.2490 -0.1992 2.2279 -0.02 0.26 -0.80
C -0.7086 0.3171 1.1950 -0.01 -0.01 -0.02
C 0.8820 0.7556 3.1884 0.04 0.37 0.06
C -1.4873 -0.0612 -2.4489 -0.04 -0.20 0.10
C -0.1869 0.4453 -1.9279 0.48 -0.84 -0.53
N 0.0476 -2.1596 -0.2723 0.04 0.39 -0.07
C 0.5866 1.3227 -2.5446 0.13 0.02 0.10
H 1.6781 -1.0955 -0.9224 -0.04 0.03 0.11
H 1.1234 0.9948 0.1588 -0.11 0.05 -0.16
H 0.1268 -1.2271 2.5489 0.02 0.01 -0.15
H 0.4692 -3.0330 -0.5363 -0.14 0.15 -0.12
H -0.8115 -2.1845 0.2527 0.17 -0.02 0.07
H -1.5788 -0.3120 0.9815 -0.03 0.06 0.00
H -1.0490 1.3446 1.3422 -0.04 -0.05 0.00
H 0.1626 1.3515 3.7778 -0.03 -0.11 -0.06
H 1.5246 0.2477 3.9114 0.00 -0.04 -0.12
H 1.5119 1.4908 2.6713 0.02 0.01 0.08
H -2.3053 0.2189 -1.7791 -0.01 0.00 -0.04
H -1.4868 -1.1550 -2.5051 -0.02 0.03 0.04
H -1.7216 0.3162 -3.4542 0.07 0.06 0.12
H 1.5133 1.6884 -2.1085 0.08 -0.15 -0.04
H 0.3530 1.7300 -3.5319 -0.20 0.11 0.18
```
Positions in Å, forces in eV/Å.

Atomic partial charges in e from the Mulliken method, atoms 1 to 4: number 1, C, carries -0.176; number 2, C, carries -0.155; number 3, C, carries -0.167; number 4, C, carries -0.699